Run w
A structure of composition C8H14O3. Source: OMol25; level of theory: ωB97M-V with the def2-TZVPD basis set.

Each line ends with the Mulliken charge.
Geometry (Å):
O  -0.07582  2.45334  0.53706  -0.607
O  -0.18398  0.01255  1.03578  -0.297
O  0.96628  -0.05001  0.05813  -0.388
C  0.32334  -0.57293  -1.17352  0.453
C  0.07126  1.67611  -2.19112  -0.646
C  -0.30312  -1.94802  -0.83213  -0.620
C  0.70141  2.44819  -0.73015  -0.556
C  0.19622  -1.49886  2.98532  -0.806
C  -0.50430  0.42663  -1.90728  -0.642
C  -0.67143  -1.35477  1.56662  0.217
C  -0.65032  -2.26675  0.45049  -0.381
H  -1.56015  0.54216  -1.36472  0.242
H  0.66890  1.48958  -3.11769  0.365
H  -0.38584  -0.64202  3.89149  0.260
H  -0.43051  -2.75733  -1.67426  0.296
H  -0.72231  2.42693  -2.50438  0.318
H  1.70530  1.98330  -0.62392  0.193
H  -0.42386  1.30560  0.46211  0.506
H  1.38146  -1.07845  2.86877  0.234
H  -0.99477  0.27478  -2.89253  0.414
H  1.04907  3.50327  -1.01248  0.395
H  -1.59273  -0.81005  1.84848  0.254
H  0.25998  -2.62818  3.19994  0.316
H  -0.83140  -3.44506  0.56384  0.201
H  1.24661  -0.94921  -1.70176  0.280

Results
* gap between HOMO and LUMO: 9.364 eV
* HOMO energy: -8.81 eV
* spin multiplicity: 1


Run x
The molecule C8H14O3. Source: OMol25; level of theory: ωB97M-V with the def2-TZVPD basis set.

Each line ends with the Mulliken charge.
Geometry (Å):
O  2.33453  1.04042  -1.10153  -0.613
O  0.17496  -0.47666  0.73714  -0.345
O  -0.08944  0.89460  0.54302  -0.331
C  -0.54592  -1.20834  -0.32259  0.286
C  -2.33613  0.18060  0.69556  -0.591
C  -1.97730  -0.77541  -0.16056  -0.677
C  1.57285  -1.16625  -1.73802  -0.697
C  -1.11002  1.29403  2.70057  -1.294
C  2.53321  -0.32833  -0.91821  -0.551
C  -1.34268  1.20521  1.17193  0.287
C  0.08306  -0.89047  -1.66984  -0.570
H  -2.75810  -1.34999  -0.69562  0.360
H  -1.99924  1.79229  3.07477  0.401
H  -0.95603  0.29527  3.13010  0.315
H  -1.63334  2.16637  0.78294  0.366
H  2.47284  -0.49921  0.17544  0.208
H  -0.09181  0.24344  -1.78784  0.194
H  -0.35357  -2.23655  -0.07248  0.499
H  1.86329  -1.17011  -2.78174  0.383
H  -3.41518  0.28806  0.98915  0.325
H  1.77478  -2.19204  -1.48239  0.339
H  -0.20860  1.89699  2.90736  0.348
H  -0.39306  -1.41649  -2.48240  0.454
H  1.53537  1.25001  -0.52224  0.490
H  3.53985  -0.60115  -1.21702  0.412

Results
* gap between HOMO and LUMO: 10.470 eV
* HOMO energy: -9.62 eV
* structure (SMILES): C[C@@H]1C=C[C@@H](CCCO)OO1
* spin multiplicity: 1


Calculated relative energies: run w 0.2165; run x 0.0000, given in hartree